{"formula": "C9H25KO7", "method": "wB97M-V/def2-TZVPD", "species": ["K", "O", "C", "O", "O", "H", "C", "C", "O", "H", "H", "H", "H", "H", "H", "C", "C", "O", "H", "H", "H", "H", "H", "H", "C", "C", "O", "H", "H", "H", "H", "H", "H", "C", "C", "O", "H", "H", "H", "H", "H", "H"], "positions_angstrom": [[3.72, 1.59, 0.30], [-0.22, -0.76, 1.69], [0.94, -0.31, 1.19], [1.71, 0.27, 1.97], [1.13, -0.37, -0.07], [-0.45, -1.23, 0.89], [1.49, -2.73, -4.24], [0.96, -1.75, -3.20], [1.98, -1.60, -2.25], [2.47, -2.35, -4.52], [0.81, -2.86, -5.08], [1.81, -3.74, -3.99], [0.11, -2.10, -2.61], [0.84, -0.82, -3.76], [1.71, -1.15, -1.45], [1.00, -1.12, 6.38], [0.85, -1.50, 4.92], [0.00, -0.49, 4.41], [0.15, -1.35, 7.03], [1.37, -0.12, 6.56], [1.67, -1.90, 6.75], [0.48, -2.48, 4.61], [1.79, -1.37, 4.38], [0.18, -0.35, 3.48], [-4.33, 0.15, -0.75], [-2.84, 0.72, -0.63], [-1.89, -0.12, -1.23], [-4.80, 0.27, -1.73], [-4.87, 0.69, 0.02], [-4.23, -0.90, -0.47], [-2.72, 0.70, 0.45], [-2.80, 1.78, -0.88], [-1.03, -0.05, -0.81], [-0.26, 3.57, -2.45], [0.75, 2.52, -1.98], [1.38, 2.93, -0.78], [0.13, 4.54, -2.16], [-1.25, 3.37, -2.03], [-0.29, 3.62, -3.54], [1.53, 2.36, -2.72], [0.20, 1.62, -1.68], [0.81, 2.81, -0.02]], "mulliken_charge": [0.9595, -0.6373, 0.7169, -0.8212, -0.7638, 0.3411, -1.3831, 0.1495, -0.5493, 0.3169, 0.3388, 0.3637, 0.2583, 0.1381, 0.5854, -1.1434, -0.0505, -0.5472, 0.3049, 0.2639, 0.3713, 0.2831, 0.1884, 0.3444, -1.1654, 0.0101, -0.4324, 0.3135, 0.3636, 0.2979, 0.2208, 0.1834, 0.1087, -1.0407, 0.4902, -0.5499, 0.3033, 0.1771, 0.3502, 0.3007, -0.2610, 0.3015], "spin_multiplicity": 1, "mol_weight_g_mol": 284.39, "de_lowest_kcal_mol": 5.6, "lumo_energy_ha": -0.0314}


{"formula": "C9H25LiO6", "method": "wB97M-V/def2-TZVPD", "species": ["Li", "C", "C", "O", "H", "H", "H", "H", "H", "C", "C", "C", "O", "H", "H", "H", "H", "H", "H", "H", "H", "C", "C", "O", "O", "H", "H", "H", "H", "H", "H", "C", "C", "O", "O", "H", "H", "H", "H", "H", "H"], "positions_angstrom": [[-0.30, 0.20, -0.91], [2.60, -0.50, -0.17], [1.98, 0.24, 1.01], [0.62, 0.55, 0.85], [2.30, -0.16, -1.16], [2.37, -1.57, -0.18], [3.68, -0.35, -0.08], [2.50, 1.19, 1.24], [2.10, -0.32, 1.95], [1.37, 3.32, -2.43], [0.12, 2.77, -1.76], [-1.07, 3.72, -1.93], [-0.23, 1.55, -2.44], [1.86, 4.04, -1.77], [1.23, 3.76, -3.41], [2.15, 2.55, -2.43], [0.27, 2.66, -0.69], [-0.99, 4.57, -1.25], [-1.93, 3.15, -1.55], [-1.28, 3.98, -2.96], [-0.34, 1.76, -3.37], [-0.31, -2.04, 4.26], [-0.34, -2.46, 2.80], [-0.91, -1.47, 1.95], [0.81, -1.19, 4.49], [-0.28, -2.94, 4.89], [-1.21, -1.53, 4.63], [-0.98, -3.34, 2.66], [0.67, -2.75, 2.49], [-0.18, -0.84, 1.71], [0.60, -0.34, 4.09], [-1.40, -2.41, -1.21], [-2.50, -1.35, -1.15], [-2.17, -0.34, -0.21], [-0.15, -1.80, -1.59], [-1.69, -3.16, -1.95], [-1.30, -2.95, -0.27], [-3.35, -1.93, -0.78], [-2.70, -0.96, -2.14], [-1.98, -0.78, 0.64], [0.37, -2.55, -1.88]], "mulliken_charge": [0.7258, -1.0816, -0.0944, -1.0662, 0.1892, 0.1655, 0.4139, 0.3597, 0.2373, -1.4776, 0.8505, -1.4774, -0.5428, 0.3922, 0.3442, 0.3549, 0.2992, 0.3939, 0.3496, 0.3391, 0.2708, -0.5920, -0.3684, -0.5461, -0.5378, 0.3711, 0.2569, 0.4160, 0.3106, 0.1811, 0.3355, -0.3014, -0.5631, -0.4828, -0.4562, 0.4929, 0.1877, 0.3430, 0.3244, 0.4361, 0.2465], "spin_multiplicity": 1, "mol_weight_g_mol": 236.23, "de_lowest_kcal_mol": 0.0, "lumo_energy_ha": 0.0070}


{"formula": "C9H25NaO10S3", "method": "wB97M-V/def2-TZVPD", "species": ["Na", "O", "H", "O", "S", "O", "O", "C", "C", "C", "H", "H", "H", "H", "H", "H", "H", "H", "O", "S", "O", "O", "C", "C", "C", "H", "H", "H", "H", "H", "H", "H", "H", "O", "S", "O", "O", "C", "C", "C", "H", "H", "H", "H", "H", "H", "H", "H"], "positions_angstrom": [[-1.07, -4.95, -0.71], [-2.01, -8.62, 0.95], [-1.16, -8.60, 1.42], [-4.79, -0.50, 0.76], [-5.54, 0.74, 1.03], [-6.38, 1.40, 0.00], [-6.48, 0.62, 2.46], [-7.38, -0.52, 2.47], [-7.87, -0.83, 3.82], [-4.38, 1.92, 1.88], [-6.93, -1.46, 2.15], [-8.13, -0.28, 1.72], [-7.10, -1.30, 4.45], [-8.66, -1.58, 3.85], [-8.27, 0.10, 4.21], [-3.56, 2.22, 1.23], [-4.21, 1.46, 2.85], [-5.12, 2.69, 2.07], [3.15, -1.83, 2.26], [4.26, -1.02, 2.85], [4.06, 0.44, 3.01], [4.51, -1.73, 4.37], [5.23, -0.94, 5.28], [4.53, -0.93, 6.62], [5.93, -1.68, 2.03], [5.49, 0.07, 4.98], [6.25, -1.29, 5.44], [5.18, -0.72, 7.47], [4.09, -1.93, 6.68], [3.83, -0.10, 6.54], [6.35, -1.17, 1.16], [5.72, -2.72, 1.77], [6.71, -1.85, 2.77], [2.97, 1.59, -5.03], [1.99, 0.97, -5.89], [1.34, -0.31, -5.48], [0.77, 2.04, -6.28], [1.09, 3.21, -6.94], [0.26, 4.31, -6.26], [2.84, 0.68, -7.47], [1.01, 2.99, -8.01], [2.13, 3.50, -6.87], [0.21, 4.26, -5.17], [-0.71, 4.61, -6.65], [0.80, 5.24, -6.45], [3.39, 1.55, -7.83], [2.11, 0.40, -8.22], [3.54, -0.14, -7.27]], "mulliken_charge": [0.8178, -0.9622, 0.1458, -0.5817, 1.0573, -0.5729, -0.2925, -0.2068, -1.2210, -0.8392, 0.3228, 0.3507, 0.3038, 0.3702, 0.3140, 0.3600, 0.3172, 0.3174, -0.5711, 1.0717, -0.5702, -0.3045, -0.2916, -1.1235, -0.8483, 0.4221, 0.3508, 0.3465, 0.2941, 0.2551, 0.3389, 0.3343, 0.2952, -0.5794, 1.1429, -0.6030, -0.2834, -0.2287, -1.1934, -0.9189, 0.3614, 0.3130, 0.3028, 0.3213, 0.3509, 0.3297, 0.3332, 0.3513], "spin_multiplicity": 1, "mol_weight_g_mol": 412.48, "de_lowest_kcal_mol": 4.7, "lumo_energy_ha": -0.0590}